<A>
Entry from the Open Molecules 2025 dataset: ClH3N2S in the gas phase (wB97M-V/def2-TZVPD).

## Properties
- orbital gap (eV) = 9.1
- charge = 0
- multiplicity = 1

The geometry in XYZ format:
```
7
Properties=species:S:1:pos:R:3:mulliken_charge:R:1
S 0.8666 -0.3704 -0.6177 0.399
H 0.4738 1.7564 -0.6413 0.273
N 0.3278 -1.4115 0.3665 -0.450
H -1.0143 0.9303 -0.0670 0.280
H 0.6008 -2.4428 0.0914 0.273
N 0.0061 1.0151 -0.1612 -0.429
Cl 3.0299 0.1375 -0.0505 -0.345
```


<B>
Entry from the Open Molecules 2025 dataset: 2 unconnected molecules or ions with the total composition ClH3N2S (wB97M-V/def2-TZVPD).

## Properties
- orbital gap (alpha / beta) (eV) = 8.7 / 8.8
- charge = 0
- multiplicity = 1

The geometry in XYZ format:
```
7
Properties=species:S:1:pos:R:3:mulliken_charge:R:1
H 1.3985 -0.7535 0.9473 0.305
N -0.7830 0.0594 -1.2111 -0.392
S -0.4362 0.4250 0.2142 0.388
Cl 1.3060 1.7766 0.3090 -0.320
H -1.9950 1.1286 -1.7774 0.242
H 0.0018 -1.6804 1.0047 0.251
N 0.5079 -0.9556 0.5133 -0.474
```


It is <A> that is most stable; the runner-up trails by 267.4 kJ/mol.